[1]
# C6H27NO9

9 unconnected molecules or ions with the total composition C6H27NO9 in a non-equilibrium geometry (ωB97M-V/def2-TZVPD, the OMol25 dataset).

Last column: Mulliken charge in e.
Atoms and positions in Å:
O -1.683 -2.257 3.838  -0.488
C -1.529 -1.096 3.552  -0.192
C -1.116 -0.686 2.113  0.655
C 0.029 -1.617 1.715  -1.198
C 0.578 -1.302 0.323  -0.429
C 1.848 -1.626 0.091  0.006
C 2.575 -1.222 -1.140  -1.822
N -0.706 0.724 2.243  -0.501
H -1.698 -0.248 4.238  0.365
H -1.993 -0.870 1.487  0.075
H -0.511 -2.561 1.644  0.364
H 0.808 -1.659 2.466  0.531
H 0.030 -0.578 -0.271  0.764
H 2.405 -2.281 0.752  0.392
H 2.232 -0.319 -1.628  0.501
H 3.640 -1.061 -0.960  0.422
H 2.665 -2.012 -1.895  0.411
H 0.132 0.943 1.724  -0.126
H -1.446 1.345 1.953  0.301
H 0.530 -1.051 -2.639  0.207
H -0.593 -0.699 -3.605  0.365
O -0.016 -1.444 -3.331  -0.647
H -2.963 -0.180 -1.481  0.322
H -3.778 0.076 -0.243  0.291
O -3.602 0.445 -1.116  -0.606
H 2.124 0.379 2.829  0.345
H 3.802 0.393 3.209  0.264
O 3.035 0.618 2.686  -0.601
H -1.839 0.635 -3.709  0.340
H -0.573 1.289 -4.226  0.340
O -1.325 0.757 -4.518  -0.715
H 0.634 3.556 -0.387  0.289
H 0.631 2.439 0.633  0.362
O 0.072 3.122 0.261  -0.621
H 3.191 2.015 0.594  0.292
H 2.628 2.751 1.835  0.307
O 2.678 2.782 0.874  -0.635
H -2.126 2.801 -2.548  0.304
H -1.479 2.504 -1.190  0.256
O -1.487 2.225 -2.117  -0.553
H -2.469 -2.867 -1.609  0.242
H -1.188 -2.102 -1.253  0.393
O -2.150 -2.061 -1.193  -0.570

Output
Energy relative to the best compared isomer or geometry (same formula, charge and spin)   1.876 eV
Net charge   0
SMILES   C/C=C/C[C@H](N)C=O.O.O.O.O.O.O.O.O
HOMO level   -0.351 Eh
Frontier orbital gap   0.3561 hartree
Largest force on an atom   0.047 hartree/bohr
E_tot   -976.6648 a.u.
Multiplicity   1

=====

[2]
# C6H28BCuN12O6

A molecular structure, C6H28BCuN12O6 in a non-equilibrium geometry (ωB97M-V/def2-TZVPD, the OMol25 dataset).

Last column: Löwdin spin population.
Atoms and positions in Å:
Cu -22.135 24.074 -3.788  0.827
B -21.976 21.967 -2.909  0.052
H -21.222 22.410 -2.094  0.002
H -21.403 22.005 -3.958  0.002
H -22.244 20.832 -2.688  0.013
H -22.988 22.650 -2.958  0.041
C -25.095 24.943 -4.627  0.002
O -24.178 24.768 -3.832  0.016
N -25.549 26.203 -4.918  0.001
N -25.754 23.928 -5.239  0.001
H -25.192 26.969 -4.378  0.000
H -25.993 26.354 -5.805  0.000
H -26.682 24.075 -5.590  0.000
H -25.368 23.007 -5.128  0.000
C -19.912 25.237 -1.542  0.001
O -20.693 25.052 -2.466  0.008
N -19.107 26.334 -1.529  0.000
N -19.726 24.328 -0.515  0.000
H -19.150 26.895 -2.358  0.000
H -18.448 26.512 -0.795  0.000
H -19.489 24.811 0.344  0.000
H -20.528 23.723 -0.378  0.000
C -21.340 26.557 -5.942  0.002
O -21.908 25.800 -5.174  0.016
N -20.018 26.864 -5.799  0.000
N -21.939 27.121 -7.042  0.001
H -19.552 26.325 -5.090  0.000
H -19.504 27.422 -6.455  0.000
H -21.364 27.675 -7.650  0.000
H -22.847 26.829 -7.341  0.000
C -18.917 23.320 -4.960  0.000
O -19.990 23.899 -4.846  0.002
N -18.067 23.152 -3.923  0.000
N -18.480 22.839 -6.175  0.000
H -17.176 22.689 -3.893  0.000
H -18.369 23.463 -3.014  0.000
H -19.194 22.839 -6.879  0.000
H -17.505 22.848 -6.406  0.000
C -23.323 23.682 -0.005  0.000
O -23.356 24.286 -1.069  0.004
N -23.258 22.323 0.068  0.000
N -23.303 24.337 1.205  0.000
H -23.437 21.880 0.952  0.000
H -23.278 21.750 -0.758  0.000
H -23.288 23.744 2.017  0.000
H -22.982 25.277 1.324  0.000
C -22.830 23.046 -7.027  0.000
O -22.538 23.175 -5.851  0.005
N -23.644 23.909 -7.729  0.000
N -22.473 21.947 -7.750  0.000
H -23.404 24.000 -8.704  0.000
H -24.120 24.688 -7.320  0.000
H -21.886 21.230 -7.363  0.000
H -22.739 21.824 -8.711  0.000

Output
Energy relative to the best compared isomer or geometry (same formula, charge and spin)   0.000 eV
Net charge   +1
HOMO level (alpha / beta)   -0.415 / -0.414 Eh
Frontier orbital gap (alpha / beta)   0.3407 / 0.2804 hartree
Largest force on an atom   0.029 hartree/bohr
E_tot   -3019.2364 a.u.
Multiplicity   2
Expectation value of S²   0.7517

=====

[3]
# C6H28N2O6

7 unconnected molecules or ions with the total composition C6H28N2O6 in a non-equilibrium geometry (ωB97M-V/def2-TZVPD, the OMol25 dataset).

Last column: Mulliken charge in e.
Atoms and positions in Å:
C 1.651 -0.099 0.731  -0.503
N 2.306 0.740 -0.294  0.195
C 2.988 1.878 0.328  -1.140
C 3.311 0.070 -1.147  -1.171
C 0.580 0.763 1.450  -0.458
C -0.792 0.086 1.779  -0.210
C -1.041 -1.345 1.242  0.026
N -2.431 -1.450 0.682  -0.649
H 2.347 -0.366 1.545  0.133
H 1.239 -0.971 0.250  0.567
H 3.227 2.636 -0.426  0.321
H 3.985 1.581 0.713  0.362
H 2.478 2.264 1.200  0.384
H 3.755 0.848 -1.763  0.395
H 4.038 -0.436 -0.513  0.383
H 2.706 -0.540 -1.827  0.274
H 1.118 1.061 2.348  0.480
H 0.288 1.580 0.788  0.288
H -0.796 0.111 2.880  0.219
H -1.607 0.698 1.448  -0.326
H -0.482 -1.431 0.316  -0.396
H -0.862 -2.135 1.934  0.597
H -2.741 -0.531 0.385  0.178
H -3.010 -1.652 1.495  0.286
H -2.270 1.535 -2.632  0.298
H -2.786 2.247 -1.331  0.365
O -3.035 1.677 -2.059  -0.622
H -0.748 -2.573 -1.455  0.303
H -1.223 -3.988 -1.253  0.313
O -0.434 -3.452 -1.175  -0.589
H -2.299 -0.790 -2.161  0.318
H -0.938 -0.313 -2.626  0.229
O -1.396 -1.098 -2.315  -0.615
H 0.084 2.930 -2.568  0.275
H 0.115 1.528 -1.886  0.359
O -0.438 2.147 -2.375  -0.673
H -3.220 1.740 0.378  0.193
H -3.699 2.998 1.039  0.328
O -2.939 2.404 1.009  -0.670
H 0.706 -3.737 1.240  0.280
H 1.521 -3.405 2.577  0.259
O 0.746 -3.212 2.047  -0.587

Output
Energy relative to the best compared isomer or geometry (same formula, charge and spin)   2.870 eV
Net charge   0
SMILES   CN(C)CCCCN.O.O.O.O.O.O
HOMO level   -0.319 Eh
Frontier orbital gap   0.3320 hartree
Largest force on an atom   0.063 hartree/bohr
E_tot   -806.2815 a.u.
Multiplicity   1

=====

[4]
# C6H28NO7

8 unconnected molecules or ions with the total composition C6H28NO7 in a non-equilibrium geometry (ωB97M-V/def2-TZVPD, the OMol25 dataset).

Last column: Mulliken charge in e.
Atoms and positions in Å:
C 0.809 -0.745 1.754  -0.643
C 2.274 -0.138 1.914  -0.650
C 2.511 0.884 0.847  -0.292
C 2.360 -1.062 -2.481  -1.401
C 2.100 -0.688 -1.045  -0.183
C 2.524 0.471 -0.555  -0.180
N -0.370 -0.215 2.650  0.008
H 0.489 -0.434 0.568  0.031
H 0.968 -1.814 1.788  0.468
H 2.463 0.283 2.970  0.332
H 2.914 -0.960 1.734  0.371
H 1.662 1.659 0.936  0.090
H 3.560 1.463 0.833  0.343
H 3.300 -1.765 -2.500  0.270
H 1.748 -1.772 -2.980  0.325
H 2.484 -0.174 -3.218  0.285
H 1.648 -1.407 -0.403  0.553
H 2.896 1.306 -1.152  0.370
H -0.163 -0.337 3.582  0.395
H -1.337 -0.785 2.383  0.435
H -0.410 0.771 2.392  0.162
H -1.296 -0.338 -2.094  0.225
H -0.992 0.702 -3.062  0.270
O -1.220 0.565 -2.135  -0.611
H -2.701 1.630 0.303  0.371
H -2.536 1.065 -1.042  0.378
O -3.100 0.967 -0.139  -0.663
H -3.560 -1.135 1.945  0.309
H -3.079 -0.156 0.858  0.483
O -2.725 -1.009 1.506  -0.857
H -0.817 2.270 -0.996  0.383
H -0.519 3.869 -1.222  0.287
O -0.922 3.200 -0.611  -0.681
H -2.448 -2.009 0.065  0.377
H -2.906 -2.891 -1.121  0.321
O -2.270 -2.150 -0.927  -0.659
H -0.332 -2.582 -1.661  0.276
H -0.513 -3.193 -2.992  0.285
O 0.144 -2.799 -2.428  -0.556
H -1.363 3.405 2.456  0.299
H -0.620 3.217 1.208  0.296
O -0.656 2.830 2.070  -0.623

Output
Energy relative to the best compared isomer or geometry (same formula, charge and spin)   4.039 eV
Net charge   +1
HOMO level   -0.426 Eh
Frontier orbital gap   0.3252 hartree
Largest force on an atom   0.106 hartree/bohr
E_tot   -826.5248 a.u.
Multiplicity   1

=====

[5]
# C6H29N2O6

7 unconnected molecules or ions with the total composition C6H29N2O6 in a non-equilibrium geometry (ωB97M-V/def2-TZVPD, the OMol25 dataset).

Last column: Löwdin spin population.
Atoms and positions in Å:
N 0.451 0.013 -0.923  0.016
C 0.110 0.790 0.305  0.009
C -0.340 2.204 -0.007  0.005
C -1.676 2.382 -0.736  0.028
C -0.336 3.004 1.325  0.002
C -0.913 -0.031 1.083  0.030
N -0.418 -1.117 1.899  0.010
C -1.221 -1.367 3.098  0.018
H -0.345 -0.261 -1.584  0.012
H 0.911 -0.857 -0.653  0.013
H 1.071 0.577 -1.498  0.004
H 1.031 0.842 0.882  0.001
H 0.459 2.716 -0.554  0.002
H -2.455 2.038 -0.057  0.009
H -1.687 1.872 -1.685  0.018
H -1.798 3.425 -1.040  0.002
H 0.687 3.321 1.493  0.000
H -0.743 2.554 2.235  0.000
H -0.946 3.891 1.236  0.000
H -1.634 0.596 1.592  0.003
H -1.653 -0.393 0.350  0.024
H -0.313 -1.925 1.295  0.022
H -1.477 -0.392 3.459  0.000
H -2.227 -1.744 2.875  0.011
H -0.652 -1.902 3.839  0.001
H -4.124 0.086 -1.812  0.041
H -3.920 -1.295 -1.136  0.080
O -3.492 -0.431 -1.303  0.163
H 1.464 0.268 -4.119  0.011
H 1.746 1.762 -3.818  0.006
O 1.808 0.874 -3.455  0.027
H 2.000 -3.047 0.626  0.015
H 1.045 -3.819 -0.317  0.031
O 1.254 -2.939 0.021  0.101
H 2.543 -0.811 3.633  0.001
H 1.538 -0.913 2.450  0.002
O 2.465 -1.054 2.708  0.009
H 4.099 0.027 -0.509  0.002
H 3.226 -1.035 0.082  0.007
O 3.205 -0.107 -0.177  0.015
H -1.256 -1.811 -2.778  0.085
H -2.165 -0.665 -2.287  0.024
O -1.292 -0.836 -2.742  0.138

Output
Energy relative to the best compared isomer or geometry (same formula, charge and spin)   0.924 eV
Net charge   0
HOMO level (alpha / beta)   -0.090 / -0.340 Eh
Frontier orbital gap (alpha / beta)   0.1016 / 0.3495 hartree
Largest force on an atom   0.040 hartree/bohr
E_tot   -806.8369 a.u.
Multiplicity   2
Expectation value of S²   0.7504

=====

[6]
# C6H29N2O7

8 unconnected molecules or ions with the total composition C6H29N2O7 in a non-equilibrium geometry (ωB97M-V/def2-TZVPD, the OMol25 dataset).

Last column: Mulliken charge in e.
Atoms and positions in Å:
C 3.133 -0.415 -1.525  -1.200
C 2.387 -0.787 -0.212  0.153
C 1.134 -1.606 -0.461  0.152
C 0.705 -2.515 0.700  -0.850
C 0.808 -1.937 2.097  -0.947
N -0.297 -0.960 2.286  -0.123
C 0.084 0.308 2.217  -0.003
N -0.696 1.349 2.317  -0.240
H 4.212 -0.317 -1.482  0.363
H 2.796 0.610 -1.742  0.246
H 2.740 -0.966 -2.375  0.276
H 2.276 0.133 0.351  -0.109
H 3.132 -1.385 0.327  0.283
H 0.294 -0.988 -0.801  -0.261
H 1.359 -2.225 -1.332  0.609
H 1.117 -3.512 0.512  0.387
H -0.332 -2.852 0.543  0.334
H 0.725 -2.746 2.825  0.317
H 1.732 -1.471 2.364  0.543
H -1.192 -1.240 1.892  0.321
H 1.130 0.573 2.219  0.433
H -1.666 1.304 2.037  0.139
H -0.390 2.312 2.259  0.336
H -1.908 -1.861 -1.297  0.332
H -3.392 -1.805 -1.080  0.324
O -2.586 -2.035 -0.624  -0.701
H 2.104 2.658 0.535  0.245
H 2.752 2.614 1.929  0.267
O 1.952 2.391 1.448  -0.551
H -1.753 0.495 -1.828  0.293
H -1.682 -0.015 -3.240  0.357
O -1.434 -0.261 -2.333  -0.649
H -2.695 2.223 -1.060  0.277
H -2.752 1.183 0.288  0.307
O -2.275 1.728 -0.354  -0.651
H 0.513 2.986 -2.062  0.309
H -0.326 2.635 -0.935  0.303
O 0.491 3.131 -1.114  -0.608
H -3.741 -0.757 1.501  0.297
H -2.636 -0.798 0.482  0.440
O -2.969 -0.233 1.242  -0.764
H 1.618 0.401 -3.967  0.284
H 0.350 -0.029 -3.083  0.347
O 0.783 0.676 -3.578  -0.616

Output
Energy relative to the best compared isomer or geometry (same formula, charge and spin)   0.847 eV
Net charge   +1
HOMO level   -0.503 Eh
Frontier orbital gap   0.4046 hartree
Largest force on an atom   0.046 hartree/bohr
E_tot   -881.9886 a.u.
Multiplicity   1